{"formula": "C35H96F3N6O19S", "method": "ωB97M-V/def2-TZVPD", "species": ["C", "F", "F", "F", "S", "O", "O", "O", "C", "C", "O", "O", "H", "H", "H", "H", "H", "H", "C", "C", "O", "O", "H", "H", "H", "H", "H", "H", "C", "C", "O", "O", "H", "H", "H", "H", "H", "H", "C", "C", "O", "O", "H", "H", "H", "H", "H", "H", "C", "C", "O", "O", "H", "H", "H", "H", "H", "H", "C", "C", "C", "O", "C", "N", "H", "H", "H", "H", "H", "H", "H", "H", "H", "H", "H", "C", "C", "C", "O", "C", "N", "H", "H", "H", "H", "H", "H", "H", "H", "H", "H", "H", "C", "C", "C", "O", "C", "N", "H", "H", "H", "H", "H", "H", "H", "H", "H", "H", "H", "C", "C", "C", "O", "C", "N", "H", "H", "H", "H", "H", "H", "H", "H", "H", "H", "H", "C", "C", "C", "O", "C", "N", "H", "H", "H", "H", "H", "H", "H", "H", "H", "H", "H", "C", "C", "C", "O", "C", "N", "H", "H", "H", "H", "H", "H", "H", "H", "H", "H", "H"], "coordinates": [[-0.35763, -0.76680, 0.99132], [0.22017, -1.94862, 0.91109], [-1.72368, -0.99131, 1.00409], [-0.01276, -0.15564, 2.13276], [0.15659, 0.44464, -0.45633], [-0.05500, -0.33747, -1.66166], [-0.63251, 1.63293, -0.30919], [1.59121, 0.69457, -0.23319], [-5.69119, -0.71990, -2.31923], [-5.47381, 0.01302, -0.94694], [-4.22873, -0.14603, -0.36192], [-4.62501, -0.54589, -3.19189], [-6.50437, -0.31885, -2.92420], [-5.89198, -1.76825, -2.09846], [-6.35279, -0.15221, -0.32388], [-5.40371, 1.04471, -1.29161], [-3.94389, 0.76672, -0.27617], [-3.77304, -0.77017, -2.81053], [-1.81734, 1.71450, -3.76386], [-1.53327, 0.55641, -4.72623], [-2.04536, 0.90807, -6.08269], [-0.95885, 2.81310, -3.85725], [-1.81782, 1.33371, -2.74254], [-2.85137, 2.05086, -3.83961], [-1.94570, -0.42831, -4.50642], [-0.45839, 0.39164, -4.80101], [-1.31359, 1.41972, -6.43529], [-0.04956, 2.56822, -3.67063], [0.07120, -2.85141, 4.90687], [0.69509, -1.46569, 5.25019], [2.00511, -1.35487, 5.82309], [0.83793, -3.40232, 3.81973], [-0.96800, -2.77157, 4.58782], [-0.02684, -3.51030, 5.76964], [-0.05997, -0.92003, 5.81608], [0.83926, -0.88865, 4.33677], [2.07488, -1.85230, 6.64120], [0.58936, -2.92240, 3.02633], [2.03833, -1.55029, -4.28664], [3.03772, -0.81052, -5.09126], [2.47157, 0.47182, -5.38829], [2.14974, -1.32751, -2.91941], [2.40459, -2.54888, -4.52492], [1.01316, -1.43967, -4.64004], [3.28316, -1.30081, -6.03332], [3.97117, -0.77723, -4.52941], [2.32601, 0.92975, -4.55721], [1.25749, -1.13457, -2.62231], [2.50588, 3.65529, -1.34703], [2.34971, 3.49423, -2.79627], [1.94618, 2.11118, -2.99412], [1.25653, 3.84172, -0.71575], [3.13888, 4.49015, -1.04628], [2.90723, 2.77749, -0.84060], [3.30799, 3.55216, -3.31246], [1.78338, 4.24011, -3.35399], [2.74540, 1.59535, -2.86465], [0.83162, 2.98257, -0.66174], [-2.45126, -0.94706, 7.90981], [-3.82367, -0.50924, 7.44342], [-4.09095, -1.16585, 6.11983], [-3.19719, -0.66352, 5.14773], [-3.52415, -1.26994, 3.86650], [-4.84723, -0.97107, 8.36564], [-2.08727, -0.35444, 8.74909], [-1.68120, -0.76108, 7.16112], [-2.20048, -1.99413, 8.07969], [-3.94253, 0.57408, 7.42389], [-5.11335, -0.92632, 5.82752], [-4.10697, -2.25327, 6.19301], [-2.67650, -1.46210, 3.20873], [-3.93491, -0.59893, 3.11210], [-4.22419, -2.10327, 3.92659], [-4.93773, -0.46473, 9.23486], [-4.63137, -1.90669, 8.67885], [3.10119, -3.99434, 0.02799], [3.53733, -4.21405, -1.40973], [2.50438, -4.80387, -2.31576], [3.15761, -5.39482, -3.44748], [2.11003, -6.01496, -4.18654], [4.19900, -3.07455, -2.03463], [2.65178, -4.87119, 0.49408], [2.40984, -3.15764, 0.12830], [3.86949, -3.69725, 0.74182], [4.35300, -4.92319, -1.26870], [1.75396, -4.13678, -2.73995], [1.92649, -5.57788, -1.81073], [1.53329, -5.28629, -4.75619], [1.41657, -6.59217, -3.57496], [2.42849, -6.86989, -4.78301], [4.76594, -3.50883, -2.74882], [3.57440, -2.45685, -2.53306], [2.19832, 4.31297, 2.52597], [1.38746, 3.92652, 3.81394], [-0.15651, 3.81509, 3.43865], [-0.97678, 3.16481, 4.44930], [-1.11858, 1.76219, 4.31459], [1.95393, 2.57092, 4.19510], [3.19341, 4.53797, 2.90973], [1.83408, 5.27854, 2.17512], [2.24873, 3.57177, 1.72836], [1.60951, 4.58026, 4.65740], [-0.27677, 3.41544, 2.43172], [-0.32679, 4.89024, 3.38238], [-0.24359, 1.12068, 4.41925], [-1.42303, 1.53063, 3.29391], [-1.92715, 1.53624, 5.00976], [2.90152, 2.72867, 3.88318], [1.71859, 1.80546, 3.57965], [-1.41467, -2.99271, -3.90293], [-2.31181, -2.88350, -2.65733], [-1.85884, -3.83007, -1.53950], [-1.56303, -5.15742, -2.05644], [-0.85696, -6.02190, -1.17299], [-2.38299, -1.53658, -2.13037], [-1.92362, -2.53066, -4.74885], [-1.15346, -4.02719, -4.12590], [-0.50388, -2.44759, -3.65512], [-3.31839, -3.16492, -2.96673], [-2.75257, -3.93138, -0.92380], [-0.98468, -3.41016, -1.04191], [-0.04125, -5.49372, -0.67930], [-0.50332, -6.92326, -1.67358], [-1.56586, -6.33034, -0.40458], [-2.89356, -1.49815, -1.25976], [-1.47064, -1.18822, -1.87278], [5.67364, 2.46323, -1.38408], [5.45900, 0.96018, -1.74476], [6.30216, 0.14556, -0.72879], [7.73443, 0.20749, -0.85788], [8.40077, -0.91435, -0.20598], [4.06556, 0.55839, -1.96341], [5.16702, 2.77655, -0.47125], [5.24640, 3.03801, -2.20578], [6.74382, 2.62645, -1.25697], [5.96359, 0.82093, -2.70084], [5.82510, -0.83442, -0.71686], [6.06649, 0.53326, 0.26230], [7.91916, -1.85247, -0.48185], [8.30871, -0.72578, 0.86363], [9.41286, -0.91107, -0.61067], [3.40026, 0.75888, -1.23041], [4.16039, -0.44690, -1.98574], [-3.50327, 4.40525, 0.98126], [-3.47195, 3.96172, -0.50330], [-4.27268, 5.00560, -1.41418], [-3.72571, 6.33174, -1.22177], [-4.59381, 7.08757, -0.37978], [-2.20107, 3.77376, -1.04801], [-3.14505, 3.52505, 1.51513], [-4.54816, 4.60491, 1.21883], [-2.88072, 5.25106, 1.27305], [-4.02888, 3.04563, -0.70002], [-5.29640, 4.88274, -1.06061], [-4.26365, 4.67590, -2.45308], [-5.65532, 7.07944, -0.62725], [-4.26916, 8.10188, -0.61189], [-4.24271, 6.93849, 0.64130], [-2.12802, 3.74543, -2.05497], [-1.83188, 2.93516, -0.62308]], "lowdin_charge": [-0.573, 0.139, 0.080, 0.108, 0.562, -0.325, -0.296, -0.301, -0.252, -0.241, -0.067, -0.081, 0.116, 0.101, 0.113, 0.104, 0.077, -0.004, -0.262, -0.166, -0.087, -0.051, 0.084, 0.121, 0.079, 0.101, 0.063, 0.054, -0.197, -0.226, -0.053, -0.073, 0.099, 0.112, 0.085, 0.093, 0.076, 0.050, -0.275, -0.227, -0.062, -0.085, 0.106, 0.115, 0.121, 0.113, 0.030, 0.038, -0.274, -0.184, -0.117, -0.066, 0.125, 0.087, 0.108, 0.133, 0.018, 0.021, -0.068, -0.425, -0.246, -0.181, -0.080, 0.024, 0.078, 0.046, 0.083, 0.151, 0.123, 0.127, 0.058, 0.081, 0.088, 0.068, 0.066, -0.054, -0.417, -0.209, -0.166, -0.117, 0.072, 0.075, 0.062, 0.076, 0.137, 0.118, 0.100, 0.088, 0.070, 0.084, 0.071, 0.021, -0.075, -0.347, -0.155, -0.177, -0.111, 0.023, 0.066, 0.074, 0.070, 0.124, 0.117, 0.111, 0.049, 0.071, 0.082, 0.039, 0.049, -0.022, -0.391, -0.153, -0.208, -0.110, 0.047, 0.081, 0.074, 0.053, 0.136, 0.127, 0.117, 0.068, 0.081, 0.080, 0.061, 0.019, -0.049, -0.377, -0.209, -0.199, -0.080, 0.076, 0.069, 0.060, 0.076, 0.132, 0.101, 0.120, 0.079, 0.083, 0.082, 0.044, 0.048, -0.039, -0.443, -0.166, -0.176, -0.125, 0.069, 0.065, 0.071, 0.077, 0.104, 0.101, 0.115, 0.088, 0.079, 0.073, 0.064, 0.022], "orbital_gap_ev": 8.21, "total_charge": -1, "e_lumo_ev": 2.178}



{"formula": "C35H97O40P9S2", "method": "ωB97M-V/def2-TZVPD", "species": ["C", "C", "C", "S", "O", "O", "C", "H", "H", "H", "H", "H", "H", "H", "H", "C", "C", "C", "S", "O", "O", "C", "H", "H", "H", "H", "H", "H", "H", "H", "C", "O", "P", "O", "O", "C", "O", "C", "H", "H", "H", "H", "H", "H", "H", "H", "H", "C", "O", "P", "O", "O", "C", "O", "C", "H", "H", "H", "H", "H", "H", "H", "H", "H", "C", "O", "P", "O", "O", "C", "O", "C", "H", "H", "H", "H", "H", "H", "H", "H", "H", "C", "O", "P", "O", "O", "C", "O", "C", "H", "H", "H", "H", "H", "H", "H", "H", "H", "C", "O", "P", "O", "O", "C", "O", "C", "H", "H", "H", "H", "H", "H", "H", "H", "H", "C", "O", "P", "O", "O", "C", "O", "C", "H", "H", "H", "H", "H", "H", "H", "H", "H", "C", "O", "P", "O", "O", "C", "O", "C", "H", "H", "H", "H", "H", "H", "H", "H", "H", "C", "O", "P", "O", "O", "C", "O", "C", "H", "H", "H", "H", "H", "H", "H", "H", "H", "C", "O", "P", "O", "O", "C", "O", "C", "H", "H", "H", "H", "H", "H", "H", "H", "H"], "coordinates": [[0.75055, -0.29805, -1.50221], [-0.73044, -0.29794, -1.98066], [-1.64455, -0.04267, -0.80156], [-0.87393, -0.95329, 0.61263], [-1.54264, -2.25442, 0.66996], [-0.66318, -0.14938, 1.82758], [0.80114, -1.01374, -0.19911], [1.05858, 0.76278, -1.34991], [1.49690, -0.70399, -2.20883], [-0.95749, -1.26392, -2.48860], [-0.86763, 0.54914, -2.67518], [-2.68055, -0.40718, -0.94096], [-1.57106, 1.02566, -0.59939], [1.09869, -2.07149, -0.28379], [1.53133, -0.57174, 0.49734], [-8.10004, 1.33499, 0.62308], [-7.48242, 0.12751, 1.32629], [-7.21096, -0.85588, 0.12401], [-6.39806, 0.16214, -1.11772], [-6.97434, -0.05675, -2.44369], [-4.96946, 0.21963, -1.04735], [-7.04187, 1.74454, -0.47132], [-8.33001, 2.17851, 1.30845], [-9.04569, 1.07619, 0.15700], [-8.11344, -0.36033, 2.07801], [-6.58803, 0.39168, 1.90470], [-8.17908, -1.11319, -0.34408], [-6.74664, -1.82301, 0.33679], [-7.48480, 2.34311, -1.31953], [-6.27366, 2.33579, -0.01348], [-2.80043, -3.70905, -2.34752], [-2.21054, -5.02341, -2.56352], [-0.78395, -5.35474, -1.90577], [-0.39409, -6.69087, -2.17155], [0.19998, -4.20242, -2.34227], [0.45203, -4.20260, -3.78687], [-0.87460, -5.03610, -0.35441], [0.15213, -5.58205, 0.51605], [-2.65018, -3.05619, -3.23612], [-2.35718, -3.22541, -1.44943], [-3.85532, -3.77243, -2.38520], [-0.43954, -4.08287, -4.30697], [0.94069, -5.15023, -3.99238], [1.20402, -3.42696, -4.02729], [0.60081, -6.47746, 0.14318], [-0.37154, -5.84557, 1.44404], [0.86032, -4.70318, 0.65148], [-3.91272, -0.34176, 6.94720], [-3.83442, 0.68450, 5.90442], [-5.16056, 1.43551, 5.40759], [-6.17074, 0.58151, 4.74989], [-5.59687, 2.31853, 6.62062], [-6.79882, 2.98309, 6.60516], [-4.47818, 2.55968, 4.45281], [-4.09372, 2.17412, 3.13280], [-2.90877, -0.60694, 7.26816], [-4.33098, -1.23016, 6.39089], [-4.56522, 0.03945, 7.73588], [-6.99457, 3.53598, 5.62623], [-6.84052, 3.62984, 7.49992], [-7.64143, 2.27656, 6.60220], [-4.56299, 1.30585, 2.71375], [-2.99928, 1.94925, 3.20095], [-4.27528, 3.04783, 2.55907], [-1.01294, -2.63320, 4.11582], [0.30463, -2.51308, 4.60454], [1.36430, -3.67842, 4.63125], [0.82831, -4.94015, 5.03512], [2.02803, -3.81664, 3.19105], [2.39073, -2.65312, 2.47837], [2.48618, -2.90700, 5.50244], [3.57308, -3.60159, 6.11592], [-0.99268, -2.38354, 3.04806], [-1.55615, -1.81235, 4.54535], [-1.49800, -3.51337, 4.31172], [1.85314, -1.77508, 2.88599], [2.09878, -2.71475, 1.43989], [3.43754, -2.47830, 2.51676], [4.31922, -2.85107, 6.26011], [3.89412, -4.49774, 5.53897], [3.14364, -3.97491, 7.08298], [3.04357, 1.01495, -7.91369], [2.48161, 0.25819, -6.80451], [3.25772, 0.18278, -5.38123], [2.64781, -0.94241, -4.66825], [3.11990, 1.55818, -4.66770], [1.96041, 1.79770, -3.95534], [4.75477, 0.10498, -5.73333], [5.81615, 0.29377, -4.66225], [2.17772, 1.37811, -8.52685], [3.62312, 0.29314, -8.48152], [3.71670, 1.69572, -7.45318], [1.85957, 2.85844, -4.04302], [2.10158, 1.57478, -2.92776], [1.05619, 1.24551, -4.32165], [5.65375, -0.50981, -3.87311], [5.86518, 1.32421, -4.26177], [6.75564, 0.07679, -5.14146], [-2.13780, 4.51453, -3.76586], [-1.16868, 3.92143, -2.85944], [-0.59713, 4.65997, -1.57033], [0.34245, 3.72918, -0.86856], [-1.96484, 4.97824, -0.73393], [-2.37062, 3.73372, -0.12281], [-0.08629, 6.10848, -1.95866], [0.51839, 6.96127, -1.02096], [-2.82158, 3.72739, -4.05910], [-1.49351, 4.73514, -4.61574], [-2.61834, 5.36916, -3.29848], [-1.90698, 3.50909, 0.86542], [-2.19685, 2.91793, -0.84154], [-3.40108, 3.87468, -0.03329], [0.38195, 6.61906, 0.03210], [0.17695, 7.93589, -1.26233], [1.60383, 6.83308, -1.23757], [0.61291, 1.11959, 4.93637], [-0.35097, 1.47821, 5.89920], [-0.36306, 0.88464, 7.36609], [-1.09378, -0.33513, 7.64572], [1.19937, 0.89343, 7.71463], [1.81701, -0.40335, 7.87010], [-0.82919, 2.06149, 8.21548], [-0.21095, 3.38166, 8.21272], [0.54833, 0.02755, 4.78352], [1.58675, 1.53588, 5.23990], [0.30312, 1.59378, 3.99245], [1.20762, -1.25351, 7.40892], [2.02234, -0.56959, 8.98830], [2.77165, -0.38547, 7.31848], [-1.00931, 4.04830, 7.89326], [0.62639, 3.36698, 7.53140], [0.24351, 3.52530, 9.17182], [-0.47151, -0.61164, -5.89900], [-1.08958, 0.48097, -6.47349], [-2.70123, 0.70088, -6.50475], [-3.01407, 1.97490, -5.85156], [-3.10602, 0.54873, -8.01657], [-2.39384, -0.44263, -8.76819], [-3.40549, -0.53979, -5.84085], [-4.42759, -0.31804, -4.83098], [-0.09535, -1.34007, -6.70436], [-1.12787, -1.08300, -5.13385], [0.43135, -0.32353, -5.31985], [-1.37873, -0.04660, -8.88040], [-2.90281, -0.48770, -9.75723], [-2.39541, -1.40477, -8.24805], [-5.28811, -0.17708, -5.40776], [-4.04040, 0.67335, -4.42384], [-4.54657, -1.11795, -4.08619], [3.18966, 3.08945, 0.95706], [3.56949, 2.85163, -0.37240], [5.07868, 3.11781, -0.91598], [5.21833, 3.05274, -2.39772], [5.30684, 4.56471, -0.30379], [6.52936, 5.24827, -0.54260], [6.04259, 2.15177, -0.09784], [6.19589, 0.77071, -0.58145], [3.43027, 4.11741, 1.15258], [3.69126, 2.39608, 1.65790], [2.09295, 2.96230, 0.99109], [6.59212, 5.59563, -1.54503], [7.35103, 4.52830, -0.37261], [6.70277, 6.02498, 0.15096], [6.72036, 0.81300, -1.56300], [5.09949, 0.47723, -0.76799], [6.64641, 0.17508, 0.22881], [7.41559, -3.52173, -1.29567], [6.21535, -2.79272, -1.44269], [5.12955, -2.65530, -0.29881], [5.43855, -1.70780, 0.77779], [3.83035, -2.25550, -1.10971], [3.31257, -3.22189, -1.99883], [4.77134, -4.16665, 0.03553], [4.70115, -4.82664, 1.26141], [8.13244, -3.27532, -2.05470], [7.16190, -4.62664, -1.44621], [7.91575, -3.30738, -0.37790], [2.78216, -2.69790, -2.83003], [2.75635, -3.89432, -1.35614], [4.12551, -3.81277, -2.52294], [3.67212, -5.01780, 1.51049], [5.09483, -4.23126, 2.06602], [5.37053, -5.78620, 1.24487]], "lowdin_charge": [-0.208, -0.200, -0.195, 0.742, -0.340, -0.360, -0.220, 0.110, 0.105, 0.106, 0.116, 0.087, 0.079, 0.080, 0.104, -0.211, -0.202, -0.208, 0.664, -0.342, -0.333, -0.202, 0.121, 0.106, 0.120, 0.093, 0.107, 0.109, 0.120, 0.078, -0.069, -0.197, 0.289, -0.190, -0.227, -0.047, -0.234, -0.053, 0.080, 0.074, 0.071, 0.060, 0.092, 0.080, 0.071, 0.099, 0.094, -0.059, -0.233, 0.385, -0.240, -0.203, -0.142, -0.218, -0.094, 0.034, 0.104, 0.087, 0.111, 0.100, 0.088, 0.064, 0.103, 0.068, -0.058, -0.223, 0.345, -0.194, -0.209, -0.099, -0.248, -0.086, 0.060, 0.089, 0.068, 0.099, 0.058, 0.067, 0.076, 0.099, 0.106, -0.061, -0.239, 0.307, -0.232, -0.179, -0.095, -0.208, -0.002, 0.108, 0.083, 0.065, 0.096, 0.062, 0.093, 0.104, 0.078, 0.072, -0.045, -0.240, 0.407, -0.243, -0.219, -0.105, -0.218, -0.096, 0.068, 0.096, 0.087, 0.107, 0.065, 0.063, 0.105, 0.079, 0.104, -0.083, -0.210, 0.310, -0.211, -0.237, -0.101, -0.193, -0.035, 0.087, 0.097, 0.088, 0.093, 0.112, 0.080, 0.100, 0.076, 0.085, -0.151, -0.218, 0.372, -0.231, -0.203, -0.086, -0.239, -0.047, 0.122, 0.081, 0.040, 0.087, 0.105, 0.090, 0.071, 0.097, 0.086, -0.114, -0.234, 0.407, -0.241, -0.218, -0.086, -0.243, -0.064, 0.073, 0.098, 0.083, 0.080, 0.096, 0.074, 0.088, 0.101, 0.079, -0.091, -0.219, 0.366, -0.228, -0.216, -0.105, -0.224, -0.100, 0.078, 0.121, 0.081, 0.070, 0.079, 0.113, 0.072, 0.075, 0.131], "orbital_gap_ev": 10.50, "total_charge": 0, "e_lumo_ev": 0.470}



no.,electronic energy (hartree)
1,-3846.7896
2,-8270.6376